Model A:
The following is a DFT calculation (ωB97M-V/def2-TZVPD) of one molecule with the formula C5H9NS2.

Properties
- spin multiplicity = 1
- orbital gap (eV) = 9.371
- SMILES = N[C@@H]1[C@@H]2CSC[C@@]12S

CARTESIAN COORDINATES (ANGSTROEM)
N -2.1458 0.9872 1.1876
C -0.9369 0.1571 0.9911
C 0.4859 0.4113 0.6735
C 1.6048 1.0633 -0.2831
S 1.9996 -0.6740 -1.4452
C 0.5674 -1.5156 -0.5531
C -0.3333 -0.4070 -0.2706
S -1.1354 0.4322 -1.6173
H -3.0140 0.1709 1.5393
H -2.4408 1.2210 0.0155
H -0.7894 -0.3818 1.9104
H 0.9136 -0.5036 1.3308
H 1.2417 1.8031 -0.7993
H 2.7160 1.1462 0.1075
H -0.0192 -2.5170 -1.0605
H 0.9909 -1.8935 0.3714
H 0.2949 0.5001 -2.0980

***

Model B:
The following is a DFT calculation (ωB97M-V/def2-TZVPD) of one molecule with the formula C5H9NS2.

Properties
- spin multiplicity = 1
- orbital gap (eV) = 9.224
- SMILES = NC[C@@]12CSC[C@H]1S2

CARTESIAN COORDINATES (ANGSTROEM)
N 1.3252 1.8539 -0.5249
C 0.7975 1.2899 0.7168
C 0.4414 -0.1627 0.6723
C -0.9800 -0.4020 1.3101
S -2.2176 0.1000 -0.0256
C -0.9304 -0.0613 -1.4146
C 0.1329 -0.8284 -0.6365
S 1.7968 -1.1678 -0.0415
H 2.2933 1.5745 -0.6380
H 1.4147 2.8773 -0.3632
H 1.5642 1.4594 1.4879
H -0.0773 1.8689 1.0122
H -1.1068 0.2024 2.2207
H -1.0821 -1.4689 1.6314
H -1.3584 -0.5636 -2.2261
H -0.5620 0.9483 -1.7246
H -0.3993 -1.8030 -0.5424

***

Going by the energies, model B is most stable and the next is 406.3 kJ/mol up.

***

Model A:
The following is a DFT calculation (ωB97M-V/def2-TZVPD) of a 2-piece molecular cluster, C2HP overall.

Properties
- spin multiplicity = 1
- orbital gap (spin up / spin down) (eV) = 6.287 / 8.485

CARTESIAN COORDINATES (ANGSTROEM)
C 2.2285 1.4945 2.2946
C 2.3381 2.6256 2.8439
P 1.8239 -0.0085 2.6845
H 0.3348 2.0503 0.2619

***

Model B:
The following is a DFT calculation (ωB97M-V/def2-TZVPD) of a 2-piece molecular cluster, C2HP overall.

Properties
- spin multiplicity = 1
- orbital gap (spin up / spin down) (eV) = 6.128 / 6.141

CARTESIAN COORDINATES (ANGSTROEM)
C 0.5557 -0.0343 0.6955
C 1.6823 -0.5039 1.0558
P -0.8271 0.7589 0.2890
H -1.4109 -0.2207 -2.0403

***

Going by the energies, model B is most stable and the next is 5.4 kJ/mol up.

***

Model A:
The following is a DFT calculation (ωB97M-V/def2-TZVPD) of a 2-piece molecular cluster, C8H15N2O overall.

Properties
- total charge = +1
- spin multiplicity = 1
- orbital gap (eV) = 8.869

CARTESIAN COORDINATES (ANGSTROEM)
C 2.0782 -1.7895 1.2106
C 0.9115 -1.3991 1.6105
C 3.4912 -1.8758 -0.6873
C -0.2918 0.5595 -0.3718
C 0.5602 1.5695 0.2989
C -2.1666 2.1133 -0.3138
C -2.5794 -0.4331 -0.3109
C -1.6706 0.7296 0.1281
N 2.3933 -1.7478 -0.1378
N 0.1647 -0.3646 -1.1350
O -0.0555 -1.1436 2.2044
H 2.5125 -2.3102 2.0040
H 3.5686 -1.7015 -1.6919
H 4.3901 -2.2972 -0.1848
H 1.4309 1.7389 -0.3929
H 0.9270 1.0594 1.1852
H 0.1117 2.5765 0.5723
H -1.5472 2.8426 0.0619
H -3.1160 2.2005 0.0625
H -2.1558 2.3094 -1.4519
H -2.0910 -1.3928 -0.0427
H -2.8358 -0.3426 -1.3862
H -3.3987 -0.3647 0.3422
H -1.4943 0.8425 1.1425
H 1.1383 -0.1801 -1.2859
H -0.2757 -1.1992 -1.4303

***

Model B:
The following is a DFT calculation (ωB97M-V/def2-TZVPD) of an isolated ion of composition C8H15N2O and charge +1.

Properties
- total charge = +1
- spin multiplicity = 1
- orbital gap (eV) = 8.495
- SMILES = C=C1O[NH+]=C(C)N1C(C)(C)C

CARTESIAN COORDINATES (ANGSTROEM)
C -1.1819 -2.5806 0.1738
C -1.3453 -1.2762 0.0186
O -2.6798 -0.7780 -0.3149
N -2.6434 0.6108 -0.2153
C -1.5248 1.1176 0.1642
C -1.2650 2.5317 0.4508
N -0.5050 -0.1470 0.2153
C 1.0162 -0.1673 -0.0443
C 1.2281 -0.7370 -1.4875
C 1.7127 1.2147 0.0938
C 1.6449 -1.0775 0.9477
H -2.0355 -3.0781 -0.0405
H -0.2405 -2.8933 0.6433
H -3.6081 0.9457 -0.2983
H -0.4828 2.5037 1.2070
H -2.2147 3.0600 0.4923
H -0.9178 3.0982 -0.4180
H 0.8379 -1.7282 -1.5969
H 0.8108 -0.1290 -2.1486
H 2.1873 -0.8903 -1.8104
H 1.4183 1.8119 1.0505
H 1.4478 1.7971 -0.7354
H 2.8075 0.9739 0.1875
H 2.7307 -1.2449 0.6173
H 1.5599 -0.9305 1.9626
H 1.2425 -2.0072 0.8855

***

Model C:
The following is a DFT calculation (ωB97M-V/def2-TZVPD) of a 2-piece molecular cluster, C8H15N2O overall.

Properties
- total charge = +1
- spin multiplicity = 1
- orbital gap (eV) = 9.047

CARTESIAN COORDINATES (ANGSTROEM)
C 1.0293 -0.1049 1.3486
C 0.9531 1.1576 0.6943
C 1.6788 -0.8433 0.4044
C 0.4680 2.4739 1.2807
C 2.0793 -2.2485 0.4223
C -1.8887 0.9811 -0.3365
C -1.8828 -1.3810 -0.6161
C -1.2939 -0.1366 -1.0282
N 1.4893 1.1586 -0.4799
N -0.4628 0.0441 -2.0078
O 2.0146 -0.1131 -0.6716
H 1.3059 3.1765 1.6008
H -0.0851 2.9511 0.5883
H -0.0933 2.3644 2.2778
H 1.9853 -2.8372 1.3309
H 1.6013 -2.9070 -0.4184
H 3.0942 -2.3703 0.1829
H -1.4599 1.9119 -0.6265
H -2.9283 0.9103 -0.5318
H -1.8285 0.7751 0.7319
H -1.5331 -1.6053 0.3033
H -3.0143 -1.2812 -0.5436
H -1.6664 -2.1581 -1.3363
H -0.2375 0.9864 -2.2460
H -0.0928 -0.6249 -2.7450
H 0.7684 -0.2797 2.4216

***

Going by the energies, model C is most stable and the next is 93.8 kJ/mol up.

***

Model A:
The following is a DFT calculation (ωB97M-V/def2-TZVPD) of a 2-piece molecular cluster, C6H13P overall.

Properties
- spin multiplicity = 1
- orbital gap (spin up / spin down) (eV) = 7.816 / 7.838

CARTESIAN COORDINATES (ANGSTROEM)
C -0.7474 -2.0594 -2.4801
C 0.4957 0.2764 1.9321
C 1.5475 1.3470 -0.0912
C -2.1257 0.3940 -0.3121
C 1.0428 0.0474 0.5221
C 0.0680 -0.6815 -0.3437
P 0.0693 -0.6441 -2.1281
H -0.9356 -2.3398 -3.5007
H -1.0891 -2.7481 -1.7245
H 0.1095 -0.6497 2.3518
H -0.3077 1.0063 1.9075
H 1.2797 0.6499 2.5866
H 0.7617 2.0992 -0.0802
H 1.8566 1.1839 -1.1227
H 2.4002 1.7229 0.4711
H -2.2226 0.6794 0.7169
H -2.7088 -0.4436 -0.6419
H -1.9986 1.1910 -1.0203
H 1.8989 -0.6410 0.6173
H -0.3255 -1.5912 0.1033

***

Model B:
The following is a DFT calculation (ωB97M-V/def2-TZVPD) of a 2-piece molecular cluster, C6H13P overall.

Properties
- spin multiplicity = 1
- orbital gap (eV) = 10.305
- SMILES = CCCCC.C#P

CARTESIAN COORDINATES (ANGSTROEM)
C -0.8274 2.4290 0.2443
C -1.0738 1.1167 -0.6016
C -0.8747 -0.2011 0.3294
C -0.4153 -1.4507 -0.3597
C 0.1724 -2.4888 0.7561
H -1.7188 2.6221 0.9035
H -0.8670 3.4624 -0.2109
H 0.1767 2.3779 0.6612
H -0.1567 1.2563 -1.2686
H -1.9344 0.9654 -1.2958
H -1.6822 -0.1631 1.0046
H 0.0377 0.0826 0.8901
H 0.4851 -1.2273 -0.8667
H -1.1535 -2.0105 -0.8967
H -0.1457 -3.4583 0.3562
H -0.2678 -2.0749 1.6582
H 1.2808 -2.2941 0.8056
C 3.0017 0.2932 -0.8781
P 3.1961 0.7905 0.6158
H 2.7669 -0.0273 -1.8471

***

Model C:
The following is a DFT calculation (ωB97M-V/def2-TZVPD) of a 2-piece molecular cluster, C6H13P overall.

Properties
- spin multiplicity = 1
- orbital gap (eV) = 9.101
- SMILES = CP=C(C)C.C=C

CARTESIAN COORDINATES (ANGSTROEM)
C -1.0837 -1.9159 -0.1400
P 0.0598 -0.5325 -0.1933
C -0.9159 0.6499 -0.9280
C -2.3797 0.4640 -1.3711
C -0.3731 2.0372 -0.9294
H -0.4916 -2.8509 -0.0482
H -1.5735 -1.8190 0.8384
H -1.9154 -1.8370 -0.9177
H -2.5669 -0.3760 -2.0625
H -2.8933 0.1594 -0.4790
H -2.8659 1.3229 -1.7409
H -1.1578 2.7518 -0.3858
H -0.1777 2.5921 -1.8716
H 0.5139 2.1679 -0.4018
C 2.9374 -1.1277 1.6688
C 3.0146 0.1568 2.0201
H 1.9294 -1.4856 1.4549
H 3.7769 -1.7645 1.4375
H 4.0102 0.6483 2.0663
H 2.1524 0.7589 1.9833

***

Going by the energies, model C is most stable and the next is 86.2 kJ/mol up.

***

Model A:
The following is a DFT calculation (ωB97M-V/def2-TZVPD) of one molecule with the formula C7H10O.

Properties
- spin multiplicity = 1
- orbital gap (eV) = 9.616
- SMILES = O[C@@H]1C=C[C@@H]2CC[C@@H]12

CARTESIAN COORDINATES (ANGSTROEM)
O 1.3412 0.2526 2.1740
C 0.4975 -0.4721 1.3318
C 1.0632 -1.5289 0.1204
C 0.4148 -1.3157 -1.0811
C -0.6728 -0.4262 -0.9574
C -0.9210 1.1739 -1.6257
C -1.4287 1.5861 -0.3143
C -0.3366 0.3700 0.2717
H 1.9666 0.9479 1.6670
H -0.1784 -1.2525 1.6399
H 1.6177 -2.6717 0.3769
H 0.4775 -2.0332 -1.9059
H -1.7487 -1.0247 -0.9157
H -1.6188 1.4975 -2.5736
H 0.1626 1.2263 -2.0202
H -2.6453 1.3062 -0.3303
H -0.9143 2.4770 0.0090
H 0.4530 1.1835 0.1882

***

Model B:
The following is a DFT calculation (ωB97M-V/def2-TZVPD) of one molecule with the formula C7H10O.

Properties
- spin multiplicity = 1
- orbital gap (eV) = 9.780
- SMILES = C=C[C@]1(C)O/C1=C\C

CARTESIAN COORDINATES (ANGSTROEM)
C -2.8780 0.1054 0.0874
C -1.7358 0.7540 0.2089
C -0.4608 0.2798 -0.5825
C -0.3108 0.9886 -1.9175
O -0.1266 -1.0625 -0.5877
C 0.6689 -0.1483 0.0870
C 1.7219 -0.1510 0.9254
C 2.3505 -1.3308 1.4544
H -3.8739 0.3292 0.5485
H -2.8204 -0.6997 -0.7141
H -1.5070 1.5405 1.0102
H -1.1516 1.5980 -1.8516
H -0.1978 0.3555 -2.8029
H 0.5807 1.5337 -1.9140
H 2.0486 0.8075 1.2664
H 2.6453 -2.0016 0.6541
H 1.7788 -1.8885 2.2102
H 3.2680 -1.0099 1.9176

***

Model C:
The following is a DFT calculation (ωB97M-V/def2-TZVPD) of C7H10O as an isolated structure.

Properties
- spin multiplicity = 1
- orbital gap (eV) = 9.677

CARTESIAN COORDINATES (ANGSTROEM)
C 2.2915 -0.6317 -0.3190
C 1.2088 0.1651 -0.5528
C 0.0621 0.3823 0.3407
C -0.5019 -0.8930 0.9300
C -1.2188 -1.2585 -0.3865
C -1.2326 0.7556 -0.2735
C -0.2284 2.0685 0.1321
H 3.1505 -0.3349 -1.1700
H 2.4431 -1.2269 0.5076
H 1.3917 1.0000 -1.3480
H 0.0626 -1.6409 1.4511
H -1.1764 -0.4855 1.6511
H -2.1029 -1.8167 -0.0517
H -0.5537 -1.8398 -0.9132
H -1.8927 0.8094 0.7135
H 0.8565 2.3474 -0.5320
H -0.6698 2.7472 0.8694
O -1.8897 -0.1476 -1.0488

***

Model D:
The following is a DFT calculation (ωB97M-V/def2-TZVPD) of one molecule with the formula C7H10O.

Properties
- spin multiplicity = 1
- orbital gap (eV) = 10.328
- SMILES = C[C@]12C=C[C@H](CC1)O2

CARTESIAN COORDINATES (ANGSTROEM)
C -1.2365 1.8791 -0.2344
C -0.2052 0.7169 -0.0485
C 1.0008 0.4959 -0.9597
C 1.8151 -0.2083 -0.1738
C 1.0724 -0.5713 1.0927
C 0.0565 -1.6951 0.5802
C -0.9104 -0.7880 -0.2412
O 0.2664 0.6849 1.2800
H -0.5719 2.7782 -0.4578
H -1.8901 1.7719 -1.0533
H -1.7346 2.1210 0.7378
H 1.0732 0.6753 -2.0864
H 2.5892 -0.9007 -0.5708
H 1.5014 -0.8511 2.1124
H 0.5678 -2.3184 -0.0828
H -0.4977 -2.0544 1.3988
H -1.9704 -0.7231 0.0513
H -0.9259 -1.0130 -1.3447

***

Going by the energies, model D is most stable and the next is 142.6 kJ/mol up.

***

Model A:
The following is a DFT calculation (ωB97M-V/def2-TZVPD) of one molecule with the formula C3H5FO.

Properties
- spin multiplicity = 1
- orbital gap (eV) = 10.794
- SMILES = C[C@@H](F)C=O

CARTESIAN COORDINATES (ANGSTROEM)
C 0.9257 -0.3765 -0.4282
C 0.1099 0.5189 0.4112
F 0.3348 1.6467 -0.1913
C -1.3185 0.0199 0.2521
O -2.1965 0.5170 -0.5027
H 1.9614 -0.0529 -0.1968
H 0.5865 -0.3950 -1.5522
H 0.9735 -1.5434 -0.2582
H 0.3179 0.5412 1.4600
H -1.6947 -0.8758 1.0059

***

Model B:
The following is a DFT calculation (ωB97M-V/def2-TZVPD) of one molecule with the formula C3H5FO.

Properties
- spin multiplicity = 1
- orbital gap (eV) = 10.909
- SMILES = O[C@H]1C[C@@H]1F

CARTESIAN COORDINATES (ANGSTROEM)
O -1.8069 -0.4729 0.0941
C -0.6009 -0.1246 -0.4197
C 0.1089 1.1223 -0.0306
C 0.5643 -0.1823 0.5012
F 1.7436 -0.4456 -0.1462
H -2.2900 0.3757 0.1776
H -0.4131 -0.5434 -1.3761
H 0.8662 1.5912 -0.5854
H -0.5039 1.8244 0.4761
H 0.6705 -0.3461 1.5653

***

Going by the energies, model A is most stable and the next is 10.5 kJ/mol up.

***

Model A:
The following is a DFT calculation (ωB97M-V/def2-TZVPD) of a 3-piece molecular cluster, C3H14N4 overall.

Properties
- spin multiplicity = 1
- orbital gap (spin up / spin down) (eV) = 9.236 / 9.238

CARTESIAN COORDINATES (ANGSTROEM)
C 2.2750 -0.7805 0.2130
N 1.9065 0.6068 0.3937
N 2.2279 -1.5542 1.4628
H 2.4572 1.0175 1.1396
H 0.9227 0.6727 0.6451
H 1.2663 -1.6577 1.7725
H 2.6184 -2.4824 1.3351
H 3.3008 -0.8302 -0.1630
H 1.6196 -1.1858 -0.5714
C -1.7506 1.6867 0.0504
C -2.2048 -0.6589 -0.0244
N -1.2349 0.4076 0.1135
N -0.5505 0.6512 -1.7438
H 0.4247 0.8241 -1.4755
H -0.4964 0.0733 -2.5988
H -1.2948 1.8347 -1.1192
H -2.8335 1.8034 -0.0604
H -2.7023 -0.7754 0.9460
H -1.2740 2.3878 0.7312
H -1.7006 -1.5913 -0.2718
H -2.9768 -0.4493 -0.7747

***

Model B:
The following is a DFT calculation (ωB97M-V/def2-TZVPD) of a 2-piece molecular cluster, C3H14N4 overall.

Properties
- spin multiplicity = 1
- orbital gap (eV) = 9.834
- SMILES = CNCN.NCN

CARTESIAN COORDINATES (ANGSTROEM)
C -1.8005 -1.4618 -1.2330
N -0.4676 -1.0461 -0.8267
C -0.0299 -1.6103 0.4610
N 1.3998 -1.3695 0.3462
H -2.0843 -0.9195 -2.1333
H -1.7965 -2.5370 -1.4154
H -2.5672 -1.2502 -0.4760
H -0.4398 -0.0204 -0.7553
H -0.2972 -2.6819 0.4663
H -0.4581 -1.0850 1.3332
H 1.9303 -2.0681 0.8556
H 1.3131 -1.3174 -0.7908
N -0.5741 1.8658 -0.0374
C 0.5637 2.0805 0.8586
N 1.7575 1.6356 0.1776
H -0.3930 2.3543 -0.9093
H -1.4215 2.2524 0.3663
H 0.6959 3.1429 1.1253
H 0.3427 1.5290 1.7896
H 1.7439 0.6146 0.0916
H 2.5826 1.8921 0.7059

***

Going by the energies, model B is most stable and the next is 323.2 kJ/mol up.

***

Model A:
The following is a DFT calculation (ωB97M-V/def2-TZVPD) of a 2-piece molecular cluster, C5H14O2 overall.

Properties
- spin multiplicity = 1
- orbital gap (eV) = 11.011
- SMILES = CCCCCO.O

CARTESIAN COORDINATES (ANGSTROEM)
C -1.6732 -0.9085 -0.6622
C -1.3414 -1.5705 0.6783
C 0.1456 -1.6367 1.0876
C 1.0515 -0.4092 0.9017
C 0.4072 0.7725 1.5561
O -0.3597 0.5016 2.7904
H -2.3637 -1.5148 -1.2585
H -2.2021 0.0430 -0.5703
H -0.8622 -0.8875 -1.4089
H -1.9642 -1.2230 1.5071
H -1.6340 -2.6474 0.6982
H 0.2275 -2.0682 2.0842
H 0.5228 -2.4230 0.4213
H 2.0595 -0.5071 1.3431
H 1.1380 -0.2223 -0.1670
H 1.0300 1.6655 1.6675
H -0.4718 1.1008 1.0156
H 0.2002 0.6650 3.5486
O 1.4996 2.6933 -5.2093
H 2.2195 2.7522 -4.5743
H 1.7267 2.2372 -6.0222

***

Model B:
The following is a DFT calculation (ωB97M-V/def2-TZVPD) of a 3-piece molecular cluster, C5H14O2 overall.

Properties
- spin multiplicity = 1
- orbital gap (eV) = 9.712
- SMILES = C/C=C/CC.O.O

CARTESIAN COORDINATES (ANGSTROEM)
C 2.1555 -0.2072 -1.4383
C 1.2851 -0.7266 -0.3306
C -0.0439 -0.7013 -0.3611
C -0.9326 -1.2308 0.7240
C -2.3195 -1.6267 0.2240
H 1.6433 -0.3026 -2.4003
H 2.3995 0.8480 -1.2874
H 3.1010 -0.7569 -1.5049
H 1.7414 -1.0730 0.5755
H -0.5068 -0.3724 -1.2809
H -1.0685 -0.4678 1.5074
H -0.4941 -2.0864 1.2373
H -2.8970 -2.0522 1.0422
H -2.8764 -0.7640 -0.1520
H -2.2495 -2.3476 -0.5880
O 1.4203 1.4839 2.1842
H 2.0395 2.1892 2.3990
H 1.0885 1.6909 1.3032
O -1.5983 2.0527 -1.1155
H -0.9212 1.6865 -0.5383
H -1.1884 2.8143 -1.5430

***

Model C:
The following is a DFT calculation (ωB97M-V/def2-TZVPD) of a 3-piece molecular cluster, C5H14O2 overall.

Properties
- spin multiplicity = 1
- orbital gap (eV) = 9.542
- SMILES = C=C(C)CC.O.O

CARTESIAN COORDINATES (ANGSTROEM)
C 0.9114 -0.3429 -0.3262
C 0.6669 0.0075 0.9483
C 1.0776 1.2266 1.7112
C -0.0504 -0.9796 1.8890
C -0.8537 -2.1047 1.2644
H 0.9605 0.4796 -1.0371
H 1.2414 -1.3324 -0.5767
H 1.6488 0.8487 2.5605
H 1.6377 2.0136 1.2258
H 0.1971 1.7143 2.1584
H -0.7119 -0.3025 2.4246
H 0.6680 -1.3890 2.6040
H -1.8969 -2.1321 1.5681
H -0.8662 -2.0470 0.1807
H -0.4588 -3.0979 1.4943
O 0.4516 2.5350 -4.4851
H 0.4853 3.0768 -3.6862
H 1.2969 2.8131 -4.8661
O -2.3021 -0.2843 -2.0508
H -1.5934 0.2259 -1.6351
H -2.5099 -0.9286 -1.3661

***

Going by the energies, model B is most stable and the next is 34.5 kJ/mol up.